Computed, not measured: 2 unconnected molecules or ions with the total composition C4H12 at a distorted geometry, with ωB97M-V with the def2-TZVPD basis set.

Results
net charge	0
2S+1	1
structure (SMILES)	CC.CC
highest occupied orbital energy	-11.50	eV
E_LUMO	1.1	eV
strongest force on any atom	1.5	eV Å⁻¹
gap between HOMO and LUMO	12.6	eV

Each line ends with the Löwdin charge.
Positions of all 16 atoms, in Å:
C 1.1357 -0.0049 1.0394  -0.180
C 1.7266 -0.6202 2.2898  -0.178
H 0.1571 -0.4028 0.7810  0.042
H 0.9187 1.0319 1.3328  0.069
H 1.7554 0.0462 0.1480  0.066
H 2.7026 -0.1869 2.4964  0.060
H 1.8835 -1.7042 2.2415  0.062
H 1.1033 -0.4804 3.1743  0.064
C -2.0806 0.6049 -1.4722  -0.166
C -0.7676 -0.0366 -1.9594  -0.168
H -1.7899 1.3421 -0.7245  0.057
H -2.5866 1.1552 -2.2684  0.057
H -2.7946 -0.0881 -1.0297  0.061
H -0.8782 -0.6865 -2.8234  0.060
H -0.4862 -0.6880 -1.1345  0.030
H 0.0009 0.7183 -2.0910  0.064

Computed, not measured: 2 unconnected molecules or ions with the total composition C4H12 at a distorted geometry, with ωB97M-V with the def2-TZVPD basis set.

Results
net charge	0
2S+1	1
structure (SMILES)	CC.CC
highest occupied orbital energy	-11.11	eV
E_LUMO	1.1	eV
strongest force on any atom	5.4	eV Å⁻¹
gap between HOMO and LUMO	12.2	eV

Each line ends with the Löwdin charge.
Positions of all 16 atoms, in Å:
C -0.7347 -1.5990 1.1548  -0.179
C -1.9876 -1.4832 0.3189  -0.174
H -0.3931 -2.4570 1.7030  0.047
H 0.1328 -1.3946 0.4876  0.042
H -0.8080 -0.7353 1.9332  0.100
H -1.7836 -0.7184 -0.3714  0.022
H -2.8352 -0.9518 0.8007  0.075
H -2.3047 -2.4001 -0.1801  0.069
C 1.0629 0.9155 -0.5357  -0.238
C 1.6778 2.1661 -0.9690  -0.172
H 0.7216 0.7543 0.4366  0.016
H 0.0898 0.6076 -1.0575  0.087
H 1.7170 -0.0079 -0.5293  0.083
H 1.4878 2.8548 -0.1161  0.082
H 1.1879 2.6623 -1.8168  0.075
H 2.6770 1.7894 -1.1035  0.065

Computed, not measured: 2 unconnected molecules or ions with the total composition C4H12 at a distorted geometry, with ωB97M-V with the def2-TZVPD basis set.

Results
net charge	0
2S+1	1
structure (SMILES)	CC.CC
highest occupied orbital energy	-11.05	eV
E_LUMO	1.1	eV
strongest force on any atom	7.0	eV Å⁻¹
gap between HOMO and LUMO	12.1	eV

Each line ends with the Löwdin charge.
Positions of all 16 atoms, in Å:
C 1.9793 1.1822 0.9415  -0.205
C 0.8067 1.8842 1.5553  -0.185
H 2.2445 0.0995 1.3695  0.104
H 2.1295 1.1854 -0.0615  0.003
H 3.0072 1.6576 1.3015  0.094
H 0.7650 1.9082 2.6433  0.061
H -0.0864 1.2332 1.3978  0.061
H 0.7236 2.8877 1.1374  0.067
C -1.5544 -1.5543 -0.5112  -0.187
C -1.3548 -1.4515 -2.0707  -0.181
H -2.6065 -2.1961 -0.4310  0.114
H -0.7375 -1.8984 0.1890  0.065
H -1.7329 -0.5126 -0.1775  0.033
H -0.4370 -0.7719 -2.3060  0.089
H -2.1091 -1.1562 -2.6662  0.002
H -1.0373 -2.4971 -2.3111  0.064

Computed, not measured: 2 unconnected molecules or ions with the total composition C4H12, with ωB97M-V with the def2-TZVPD basis set.

Results
net charge	0
2S+1	1
structure (SMILES)	CC.CC
highest occupied orbital energy	-11.60	eV
E_LUMO	1.1	eV
strongest force on any atom	0.9	eV Å⁻¹
gap between HOMO and LUMO	12.7	eV

Each line ends with the Löwdin charge.
Positions of all 16 atoms, in Å:
C -2.5447 0.8062 -0.3352  -0.174
C -2.1070 -0.4379 0.4070  -0.170
H -3.5525 1.1115 -0.0297  0.063
H -1.8967 1.6406 -0.0701  0.059
H -2.5441 0.7039 -1.4210  0.062
H -2.6921 -1.3243 0.1648  0.064
H -1.0465 -0.6373 0.2619  0.026
H -2.1996 -0.2950 1.4831  0.065
C 3.0802 -0.3260 -0.0773  -0.172
C 1.5842 -0.0401 0.0437  -0.180
H 3.3859 -0.7305 -1.0462  0.062
H 3.7130 0.5270 0.1701  0.058
H 3.3763 -1.0805 0.6536  0.058
H 1.0893 0.1869 -0.8943  0.062
H 1.4280 0.8176 0.7012  0.065
H 1.1173 -0.8597 0.5834  0.050

Computed, not measured: 2 unconnected molecules or ions with the total composition C4H12 at a distorted geometry, with ωB97M-V with the def2-TZVPD basis set.

Results
net charge	0
2S+1	1
structure (SMILES)	CC.CC
highest occupied orbital energy	-11.63	eV
E_LUMO	1.1	eV
strongest force on any atom	1.5	eV Å⁻¹
gap between HOMO and LUMO	12.8	eV

Each line ends with the Löwdin charge.
Positions of all 16 atoms, in Å:
C 1.2242 -0.9756 1.8666  -0.166
C 1.3488 0.5370 2.0883  -0.166
H 0.8671 -1.2339 0.8652  0.046
H 2.1804 -1.5092 1.8647  0.061
H 0.5966 -1.3699 2.6400  0.053
H 0.3714 0.8873 2.4235  0.059
H 1.6451 1.1135 1.2169  0.056
H 2.0078 0.7189 2.9273  0.055
C -1.7983 0.5767 -2.4625  -0.158
C -0.7859 -0.1464 -1.5400  -0.174
H -2.3228 -0.1370 -3.0876  0.056
H -2.5016 1.1000 -1.8412  0.054
H -1.2447 1.2268 -3.1313  0.057
H -0.1046 0.5899 -1.1006  0.053
H -0.1661 -0.8746 -2.0557  0.062
H -1.3175 -0.5033 -0.6738  0.051

Computed, not measured: 2 unconnected molecules or ions with the total composition C4H12 at a distorted geometry, with ωB97M-V with the def2-TZVPD basis set.

Results
net charge	0
2S+1	1
structure (SMILES)	CC.CC
highest occupied orbital energy	-11.63	eV
E_LUMO	1.2	eV
strongest force on any atom	1.1	eV Å⁻¹
gap between HOMO and LUMO	12.8	eV

Each line ends with the Löwdin charge.
Positions of all 16 atoms, in Å:
C 1.3862 -1.1267 0.4379  -0.184
C 0.5608 -2.1262 1.2273  -0.167
H 1.3353 -0.0831 0.7670  0.055
H 2.4542 -1.3013 0.5955  0.061
H 1.1950 -1.1612 -0.6341  0.054
H 0.5232 -3.0767 0.6898  0.063
H -0.4814 -1.8011 1.3280  0.060
H 0.9350 -2.2827 2.2380  0.061
C -0.9073 1.1123 -1.3766  -0.176
C -1.0418 2.1755 -0.2878  -0.161
H 0.1024 0.7382 -1.5282  0.043
H -1.5254 0.2580 -1.0922  0.060
H -1.3080 1.4075 -2.3471  0.060
H -0.3208 1.9691 0.4980  0.049
H -0.8899 3.1646 -0.7123  0.059
H -2.0176 2.1339 0.1969  0.062

Computed, not measured: 2 unconnected molecules or ions with the total composition C4H12 at a distorted geometry, with ωB97M-V with the def2-TZVPD basis set.

Results
net charge	0
2S+1	1
structure (SMILES)	CC.CC
highest occupied orbital energy	-11.83	eV
E_LUMO	1.2	eV
strongest force on any atom	1.3	eV Å⁻¹
gap between HOMO and LUMO	13.0	eV

Each line ends with the Löwdin charge.
Positions of all 16 atoms, in Å:
C 2.0557 1.0631 1.7237  -0.163
C 1.0415 -0.0013 1.3121  -0.174
H 1.6695 1.6613 2.5472  0.060
H 2.9799 0.5967 2.0593  0.059
H 2.2913 1.7192 0.8887  0.061
H 1.2681 -0.4044 0.3191  0.058
H 0.0450 0.4004 1.2405  0.046
H 1.0118 -0.8838 1.9414  0.061
C -1.7862 0.2137 -1.4732  -0.169
C -1.3250 -1.2670 -1.5667  -0.157
H -2.0678 0.5255 -0.4680  0.050
H -1.0173 0.9064 -1.8027  0.055
H -2.6765 0.3645 -2.0819  0.054
H -1.5198 -1.7149 -0.5946  0.058
H -0.2730 -1.3349 -1.7990  0.049
H -1.9021 -1.7624 -2.3373  0.053

Computed, not measured: 2 unconnected molecules or ions with the total composition C4H12 at a distorted geometry, with ωB97M-V with the def2-TZVPD basis set.

Results
net charge	0
2S+1	1
structure (SMILES)	CC.CC
highest occupied orbital energy	-11.22	eV
E_LUMO	1.1	eV
strongest force on any atom	5.3	eV Å⁻¹
gap between HOMO and LUMO	12.3	eV

Each line ends with the Löwdin charge.
Positions of all 16 atoms, in Å:
C 1.9901 -0.7729 -1.4596  -0.164
C 0.4904 -0.6562 -1.8830  -0.171
H 2.1982 -1.8045 -0.9332  0.094
H 2.6166 -0.8041 -2.3585  0.049
H 2.2489 0.1252 -0.8701  0.056
H 0.3139 0.2035 -2.5760  0.078
H -0.2562 -0.3535 -1.2675  -0.016
H 0.2069 -1.6875 -2.2087  0.077
C -1.3917 1.4464 1.5042  -0.131
C -1.0880 -0.0094 1.8451  -0.143
H -0.4223 1.8791 1.1610  0.075
H -2.1136 1.5601 0.6769  0.081
H -1.5087 2.0102 2.3064  0.002
H -1.8196 -0.4231 2.4328  0.034
H -0.3828 -0.1475 2.5858  0.050
H -1.0860 -0.6057 1.0116  0.030

Computed, not measured: 2 unconnected molecules or ions with the total composition C4H12 at a distorted geometry, with ωB97M-V with the def2-TZVPD basis set.

Results
net charge	0
2S+1	1
structure (SMILES)	CC.CC
highest occupied orbital energy	-11.62	eV
E_LUMO	1.2	eV
strongest force on any atom	1.5	eV Å⁻¹
gap between HOMO and LUMO	12.8	eV

Each line ends with the Löwdin charge.
Positions of all 16 atoms, in Å:
C 1.6550 1.3616 -0.6324  -0.177
C 0.4882 1.6498 -1.5390  -0.183
H 1.3873 1.0555 0.3806  0.043
H 2.1970 0.4892 -0.9757  0.060
H 2.4201 2.1395 -0.5606  0.065
H -0.0122 0.7579 -1.9476  0.057
H 0.7495 2.1806 -2.4598  0.061
H -0.3125 2.2219 -1.0647  0.064
C -0.9337 -0.7349 0.8170  -0.157
C -1.1982 -2.1693 1.3183  -0.173
H -0.6262 -0.8273 -0.2245  0.052
H -1.8525 -0.1623 0.9025  0.064
H -0.1408 -0.2865 1.4109  0.054
H -1.9707 -2.1533 2.1030  0.061
H -0.3745 -2.6000 1.8840  0.054
H -1.4757 -2.9225 0.5879  0.056

Computed, not measured: 2 unconnected molecules or ions with the total composition C4H12 at a distorted geometry, with ωB97M-V with the def2-TZVPD basis set.

Results
net charge	0
2S+1	1
structure (SMILES)	CC.CC
highest occupied orbital energy	-11.63	eV
E_LUMO	1.2	eV
strongest force on any atom	1.2	eV Å⁻¹
gap between HOMO and LUMO	12.8	eV

Each line ends with the Löwdin charge.
Positions of all 16 atoms, in Å:
C -1.6295 -0.6948 1.3155  -0.155
C -1.6623 0.6008 0.4916  -0.180
H -1.9963 -1.5080 0.7040  0.059
H -0.6364 -0.9016 1.7109  0.055
H -2.2954 -0.5434 2.1665  0.060
H -2.6643 1.0307 0.5331  0.060
H -1.4062 0.4999 -0.5599  0.053
H -1.0112 1.3748 0.8902  0.051
C 1.5434 -0.7298 -0.9948  -0.168
C 1.7269 0.7904 -0.7887  -0.154
H 2.4523 -1.0838 -1.4674  0.055
H 1.4474 -1.2965 -0.0742  0.054
H 0.7424 -0.9268 -1.6952  0.056
H 2.6380 0.9233 -0.1977  0.064
H 0.9411 1.2825 -0.2342  0.027
H 1.8100 1.1825 -1.7997  0.064